The following is a quantum chemistry calculation of a cluster of 17 separate species, H35O17 in total, from OMol25.

Its charge is +1. For the relative energy (zero: lowest compared OMol25 entry of this formula, charge and spin), the calculation gives 422.5 kJ/mol. For the HOMO-LUMO gap, the calculation gives 10.692 eV. For the LUMO energy, the calculation gives -0.099 hartree.

Geometry as XYZ:
```
52
Properties=species:S:1:pos:R:3:forces:R:3
O -1.3233 1.7158 -3.8675 0.869 -0.322 0.937
H 3.2185 -3.2847 -2.3633 -0.501 -0.442 0.060
H 2.3930 -2.3296 -1.3923 -0.807 -0.596 0.170
O 3.1781 -2.4561 -1.8960 1.404 1.111 -0.219
H 2.5996 3.3685 2.1254 0.339 0.229 -0.206
H 0.0187 1.4447 -2.7486 0.685 1.721 -1.350
O -1.9292 4.6782 -0.1239 -0.693 -0.073 -0.319
H 1.2311 1.4238 -1.6385 0.213 0.345 -0.905
H -2.4509 5.2103 -0.7389 -0.314 -0.277 0.097
O 4.2900 2.3099 -0.6437 0.523 -0.854 -0.281
H 3.8192 2.7491 -1.3540 0.044 0.367 0.210
H -3.5143 3.4924 2.9642 0.111 0.692 -0.054
O -2.8407 0.5818 1.7704 -0.618 0.492 -0.327
H 0.4769 -2.4002 -0.9249 0.386 -0.022 -0.012
O -3.0188 -1.8668 3.3040 1.535 -1.293 0.167
H -2.9614 -0.9943 2.9349 -0.741 0.053 0.133
H 0.1608 -0.7770 3.6554 -0.393 -0.147 -0.218
O 1.2978 0.2014 -0.1683 0.584 -0.082 0.452
H 3.3050 0.4755 -2.0265 0.222 -0.252 -0.059
H 0.1550 0.4842 -1.9698 0.480 -1.652 -0.093
O -3.2836 3.0191 2.1715 -0.184 -0.490 -0.606
H -2.2451 1.9687 -3.8508 -0.131 0.079 -0.365
H -3.2615 -4.4241 1.1659 -0.206 -0.044 0.002
O 2.9076 2.6082 1.6117 -0.799 0.271 0.925
H -0.9219 -0.4758 -0.5573 -0.480 -0.176 -0.539
H 2.3745 1.9240 2.0366 0.220 -0.300 -0.291
O 0.7886 -0.4599 2.9945 0.277 0.166 0.598
H 2.2520 0.0570 -0.1536 0.175 0.137 0.101
H 1.5264 -0.2476 3.5816 0.239 0.057 -0.309
O -0.2218 -2.7837 -1.4615 0.370 -0.043 -0.254
H 1.0159 -4.1967 0.5782 -0.230 0.693 0.493
H -3.1906 1.5189 1.6226 0.901 -1.208 0.525
O -0.7745 -1.2982 0.7766 -0.118 -0.652 1.485
H -1.1296 5.1868 -0.0972 0.918 0.238 0.341
H -0.9458 -0.7393 1.5520 -0.172 0.323 -0.347
O 1.1819 -4.9722 0.0655 0.366 -0.933 -0.221
H -0.9337 1.7366 -4.7407 -0.428 0.194 -0.457
H 1.0894 -4.7128 -0.8512 -0.221 0.078 -0.189
O -2.3055 -4.4568 1.1305 0.408 0.325 -0.024
H 1.0248 0.0253 0.7460 -0.076 -0.062 -0.054
H -3.8371 -2.2064 3.6589 -0.436 0.768 -0.149
O -1.1380 -0.1667 -1.4801 0.914 1.274 -0.556
H -3.5063 0.2895 2.4014 -0.314 0.251 -0.178
H -1.1431 -0.9293 -2.0712 -0.040 -0.009 -0.033
O 0.9399 1.0803 -2.5334 -2.928 -0.614 2.148
H -2.0794 -5.1919 0.5534 0.017 -0.068 -0.017
H 4.3452 2.8292 0.1564 -0.362 0.355 -0.028
O 3.6406 0.9551 -2.7855 -0.344 0.070 -0.463
H 4.5854 0.9814 -2.6282 0.296 0.019 0.065
H -2.8816 3.5234 1.4563 0.007 0.918 0.396
H -0.9463 -2.2980 -1.0770 -0.833 -0.579 0.249
H -1.0320 -2.1709 1.1302 -0.135 -0.040 -0.432
```
Positions in Å, forces in eV/Å.